Entry 1:
# CH2O3

An isolated molecule of CH2O3 in a non-equilibrium geometry (wB97M-V/def2-TZVPD, the OMol25 dataset).

**Relative energy (zero: lowest compared OMol25 entry of this formula, charge and spin)**: 0.391 eV
**Largest force on an atom**: 3.381 eV/Å
**Structure (SMILES)**: O=C(O)O
**Gap between HOMO and LUMO**: 0.4209 Eh

```
6
Properties=species:S:1:pos:R:3:forces:R:3:lowdin_charge:R:1
C -0.089999 -0.116292 0.002165 -2.37 -2.40 -0.21 -0.66
H 1.735314 0.211343 0.326136 -1.01 -1.78 -1.10 0.17
H -0.980701 1.536398 -0.034162 0.90 -0.51 0.12 0.16
O 1.180509 -0.561427 -0.045627 0.47 0.99 1.31 0.11
O -0.058002 1.183727 -0.011266 -1.02 2.89 0.02 0.13
O -1.149334 -0.753548 0.018773 3.03 0.81 -0.13 0.09
```
Forces are in eV/Å.

Entry 2:
# CH2O3P2

The ion CH2O3P2 with charge -2 in a non-equilibrium geometry (wB97M-V/def2-TZVPD, the OMol25 dataset).

**Relative energy (zero: lowest compared OMol25 entry of this formula, charge and spin)**: 0.000 eV
**Largest force on an atom**: 3.439 eV/Å
**2S+1**: 3
**<S²>**: 2.012
**Net charge**: -2
**Gap between HOMO and LUMO (alpha / beta)**: 0.1806 / 0.2566 Eh

```
8
Properties=species:S:1:pos:R:3:forces:R:3:lowdin_charge:R:1
C -1.591691 -0.029128 -0.250972 -2.55 2.27 -0.44 -0.46
O 1.472057 -2.074403 0.049771 -0.65 0.07 -0.80 -0.63
O 2.838566 -0.010300 0.304916 1.30 1.39 0.06 -0.59
O 0.177558 1.976217 0.041728 -0.02 1.22 -0.16 -0.65
P -0.105232 0.546472 0.412057 0.39 -0.67 0.63 0.28
P 1.646779 -0.606891 -0.364380 -0.30 -2.08 0.79 0.17
H -2.249028 -0.864676 0.088310 0.84 0.63 -0.06 -0.09
H -2.189011 1.062708 -0.281429 0.99 -2.84 -0.02 -0.02
```
Forces are in eV/Å.

Entry 3:
# CH2O3P2

An isolated molecule of CH2O3P2 in a non-equilibrium geometry (wB97M-V/def2-TZVPD, the OMol25 dataset).

**Relative energy (zero: lowest compared OMol25 entry of this formula, charge and spin)**: 2.116 eV
**Largest force on an atom**: 2.360 eV/Å
**Gap between HOMO and LUMO**: 0.3168 Eh

```
8
Properties=species:S:1:pos:R:3:forces:R:3:lowdin_charge:R:1
C 0.028857 1.615312 0.048433 -0.87 1.97 -0.98 -0.16
O -0.848677 1.673905 -0.664749 0.12 0.61 -0.53 0.09
O 1.318794 0.293265 2.373488 0.69 0.39 0.77 -0.38
O 0.731335 -0.453968 0.080207 1.08 -1.04 0.17 -0.82
P 0.190759 0.274624 1.464698 -0.14 -1.95 0.79 0.66
P 0.110309 -1.460161 -1.083183 -0.13 1.64 -0.26 0.82
H -0.449130 -0.307315 -1.820321 0.16 -1.16 0.00 -0.08
H -1.082248 -1.635662 -0.398571 -0.92 -0.46 0.05 -0.12
```
Forces are in eV/Å.

Entry 4:
# CH2O3PS

The ion CH2O3PS with charge -1 in a non-equilibrium geometry (wB97M-V/def2-TZVPD, the OMol25 dataset).

**Relative energy (zero: lowest compared OMol25 entry of this formula, charge and spin)**: 1.219 eV
**Largest force on an atom**: 6.207 eV/Å
**Structure (SMILES)**: O=C(O)P([O-])S
**Net charge**: -1
**Gap between HOMO and LUMO**: 0.2753 Eh

```
8
Properties=species:S:1:pos:R:3:forces:R:3:lowdin_charge:R:1
C 0.943735 -0.732533 0.164794 -5.21 -3.36 0.32 -0.71
O -0.189534 -1.865583 0.401676 2.52 1.75 -0.21 -0.14
O 1.967879 -0.951741 0.630113 3.37 -0.46 1.33 0.05
O -1.070360 0.432320 -1.364109 -1.09 -1.10 -0.33 -0.62
P 0.340017 0.579718 -0.903524 1.12 2.40 -1.03 0.40
S -0.052428 1.768478 0.970754 -0.24 0.29 -0.55 0.26
H -0.954729 -1.436023 0.024316 -0.69 0.26 -0.35 -0.01
H -0.984580 2.205362 0.075982 0.22 0.21 0.82 -0.23
```
Forces are in eV/Å.

Entry 5:
# CH2O3S

An isolated molecule of CH2O3S in a non-equilibrium geometry (wB97M-V/def2-TZVPD, the OMol25 dataset).

**Relative energy (zero: lowest compared OMol25 entry of this formula, charge and spin)**: 1.822 eV
**Largest force on an atom**: 4.065 eV/Å
**Gap between HOMO and LUMO**: 0.3112 Eh

```
7
Properties=species:S:1:pos:R:3:forces:R:3:lowdin_charge:R:1
C 1.359867 0.547912 -0.045835 -3.26 0.97 1.79 -0.31
O -0.511643 -0.952172 0.942182 0.31 -1.10 3.90 -0.54
O 2.330713 0.693817 -0.634244 2.41 -0.36 -2.07 0.08
O -1.866157 -0.328128 -0.865364 0.91 0.40 2.13 -0.38
S -0.257662 -0.801757 -0.446489 -0.85 0.97 -2.65 0.93
H 1.206666 1.101383 0.943043 -0.60 -0.87 -0.38 0.11
H -2.261781 -0.261054 0.106710 1.08 -0.01 -2.73 0.10
```
Forces are in eV/Å.

Entry 6:
# CH2O4S2

The ion CH2O4S2 with charge -2 in a non-equilibrium geometry (wB97M-V/def2-TZVPD, the OMol25 dataset).

**Relative energy (zero: lowest compared OMol25 entry of this formula, charge and spin)**: 0.206 eV
**Largest force on an atom**: 2.656 eV/Å
**Net charge**: -2
**Gap between HOMO and LUMO**: 0.2096 Eh

```
9
Properties=species:S:1:pos:R:3:forces:R:3:lowdin_charge:R:1
C 0.222713 0.008180 -0.282012 0.39 -0.87 -0.27 -0.51
O 0.389394 2.499337 -0.982705 0.54 -1.06 1.50 -0.67
O 0.943099 -2.514323 0.568543 1.46 -0.20 0.14 -0.62
O -1.429091 1.974569 0.510447 -0.62 -0.24 0.77 -0.62
O -1.292949 -1.840448 1.255204 0.54 0.23 -0.86 -0.64
S 0.024164 1.718943 0.324896 -0.60 1.61 -2.03 0.54
S -0.293927 -1.856470 0.113100 -2.26 0.85 0.59 0.54
H 1.280357 -0.050997 -0.134032 1.07 -0.40 0.20 -0.02
H 0.156240 0.061209 -1.373441 -0.53 0.09 -0.05 0.01
```
Forces are in eV/Å.

Total energy values, unit Eh, following the record order: -265.0418 -947.6588 -947.6997 -1004.6437 -663.1059 -1136.5743.